# C33H35AsIrN4SSb2Se4

C33H35AsIrN4SSb2Se4 as an isolated structure (the ωB97M-V functional and the def2-TZVPD basis, the OMol25 dataset).

Calculated values
- energy above the lowest of the compared OMol25 structures with the same formula, charge and spin (eV) = 2.053
- charge = -1
- LUMO (eV) = 1.671
- orbital gap (Ha) = 0.2249
- molar mass (g mol⁻¹) = 1346.24
- E_tot (Eh) = -14322.1292

XYZ file:
```
81
C33H35AsIrN4SSb2Se4 (the ωB97M-V functional and the def2-TZVPD basis)
C -1.710 0.379 3.532
C -2.281 -4.156 1.338
As -1.451 -0.093 0.723
H 0.497 -6.002 -1.444
H -3.781 -1.389 -0.895
H 0.290 -1.060 -2.090
H 5.511 -0.235 -2.493
N -0.626 3.038 2.211
H -0.645 0.171 3.521
H -5.456 1.298 3.509
H 5.436 -0.821 2.481
H 3.183 -1.345 -2.367
Se 1.074 2.272 1.651
H 6.092 1.990 -1.237
H 5.873 3.625 -0.609
N -4.987 3.760 1.840
C -1.743 -2.879 1.354
N -2.624 4.402 2.163
Sb 3.115 0.602 -0.536
H -4.206 1.254 5.642
H 2.509 0.108 -3.095
C -2.808 1.166 -3.042
H 5.023 0.857 2.138
C -3.881 -3.443 -0.302
H -1.801 0.663 5.653
C -2.257 -1.874 0.539
H -3.769 -5.442 0.475
C -3.707 0.993 4.718
C 4.040 2.521 -0.705
C -2.299 0.408 -2.001
N 1.242 -1.919 0.284
H -4.726 -3.657 -0.945
H 4.519 -1.547 0.280
H 2.077 -2.277 2.152
H -2.826 2.584 0.533
H 3.526 3.153 0.022
C -3.349 -4.444 0.499
H 3.742 -0.303 2.390
Sb 0.665 4.738 -1.390
C -3.320 2.432 -2.798
H -0.430 -5.057 -3.528
Ir 0.929 0.144 0.659
C -1.600 3.675 2.113
C 5.545 2.588 -0.505
S 1.573 -4.382 0.951
C -4.412 1.015 3.523
C -3.323 2.939 -1.510
H 5.664 -0.246 -0.018
C 4.733 -0.178 1.944
C -3.770 0.710 2.332
H 4.760 1.103 -3.364
H -3.688 3.936 -1.306
H -0.518 -2.624 -3.883
C 0.801 -2.671 -0.788
C -0.069 -4.395 -2.752
H -0.919 -2.654 2.025
H -4.328 0.738 1.404
Se -1.367 5.923 -1.238
C -3.344 -2.163 -0.278
C -2.822 2.174 -0.467
C -0.123 -3.011 -2.952
H 5.846 2.253 0.490
Se 0.687 2.578 -2.410
H 3.747 2.922 -1.675
C -2.313 0.903 -0.699
H 4.792 -0.508 -4.078
C 4.707 -0.483 0.453
C -2.416 0.401 2.334
H -2.787 0.773 -4.052
H -3.697 3.032 -3.617
C 0.317 -2.137 -1.981
C 4.673 0.039 -3.139
C -2.357 0.668 4.723
H -1.869 -4.924 1.981
H -1.888 -0.571 -2.208
C 0.886 -4.052 -0.606
C 3.332 -0.269 -2.487
C -3.866 4.025 1.971
C 1.675 -2.684 1.237
C 0.442 -4.932 -1.587
Se 2.638 5.874 -0.713
```

Here are the Mulliken charges for atoms 1 to 2, given in e:
1 C -0.282
2 C -0.692